Computed, not measured: C29H69F3MgNO12S7 as an isolated structure at a distorted geometry, with ωB97M-V/def2-TZVPD.

Calculated values
gap between HOMO and LUMO	7.37	eV
F_max	2.13	eV/Å
total charge	+1
energy relative to the best compared isomer or geometry (same formula, charge and spin)	0.0	kcal per mole
highest occupied orbital energy	-9.5	eV
energy	-146688.9707	eV

```
122
Properties=species:S:1:pos:R:3:forces:R:3:mulliken_charge:R:1
Mg 1.8392 -3.5219 -0.6438 -1.8011 1.1434 -0.0360 1.270
C -0.7896 -1.9604 -1.3734 0.5440 -0.3675 0.1288 -0.188
O -0.3939 -0.8049 -0.6357 -0.5174 0.9431 -0.2704 -0.228
O 0.1652 -2.8540 -1.3900 0.9716 -1.5728 -0.1991 -1.214
C -2.0176 -2.4593 -0.6056 -0.1289 0.1030 -0.1032 0.522
F -2.9617 -1.5018 -0.5275 -0.2660 -0.1556 0.0100 -0.207
F -2.5765 -3.5417 -1.1794 0.0091 0.1420 -0.0360 -0.334
F -1.7176 -2.8175 0.6603 0.0276 0.0259 0.1838 -0.231
C 0.1074 0.2343 -1.4647 0.3857 -0.1532 0.1202 0.008
C 0.2325 1.5242 -0.6764 0.4406 -0.2878 0.0443 -0.172
H 0.5934 2.3226 -1.3312 -0.4158 0.0100 0.0077 0.115
H -0.7058 1.7834 -0.1967 -0.1487 0.2491 -0.0899 0.120
H 0.9875 1.4437 0.1170 -0.1464 -0.2267 0.0403 -0.137
H -0.5431 0.3658 -2.3363 0.0208 0.0495 0.0530 0.151
H 1.0965 -0.0766 -1.8417 -0.1969 0.0328 -0.1560 -0.101
H -1.0834 -1.7553 -2.4193 -0.4593 0.7241 0.2508 0.234
C -1.5309 0.4531 -7.0817 0.8439 0.0819 -0.3520 -0.870
C -0.7479 -0.0797 -5.9728 -0.6601 0.4575 -0.5865 0.382
N -0.1983 -0.5060 -5.0698 0.6177 -0.3754 0.7765 -0.353
H -0.9196 0.4333 -7.9875 -0.1116 -0.3056 -0.0030 0.330
H -1.7264 1.5132 -6.9371 -0.4526 -0.1033 0.2792 0.255
H -2.4080 -0.1709 -7.2119 -0.2446 0.2637 -0.0930 0.275
C 3.8809 0.6002 -1.0290 -0.0175 0.0198 -1.4856 -1.103
S 3.6618 -0.8211 -0.0089 -0.2798 -0.1673 1.0093 0.907
O 2.9594 -1.8533 -0.8344 0.3460 0.1219 -0.4217 -0.812
C 5.3377 -1.4258 0.0854 0.2424 0.0174 -0.8872 -1.400
H 4.4953 1.3614 -0.5551 -0.0458 -0.0428 0.1767 0.442
H 2.9029 0.9846 -1.3251 -0.0965 0.0620 0.5883 0.080
H 4.3022 0.2972 -1.9947 0.3559 -0.0818 0.2426 0.521
H 5.3989 -2.2050 0.8387 0.0604 0.2609 0.3220 0.417
H 6.0371 -0.5989 0.1936 0.0510 -0.1066 0.4679 0.420
H 5.5474 -1.9038 -0.8756 -0.0992 0.1027 -0.0535 0.315
C 0.2148 -6.8637 1.6929 -0.9422 -0.2233 0.0842 -1.103
S -0.1362 -5.8590 0.2447 -0.0840 0.2446 0.0584 0.873
O 1.2104 -5.3205 -0.1478 0.5299 -0.5343 0.0167 -0.548
C -0.4610 -7.1299 -0.9366 0.0144 -1.0521 -0.5535 -1.159
H -0.2045 -6.3033 2.5269 0.5917 0.0812 0.2327 0.274
H 1.2790 -7.0657 1.7280 0.1025 0.1675 0.1369 0.319
H -0.3485 -7.7996 1.6896 0.0659 0.0137 -0.2987 0.454
H -0.3467 -6.7237 -1.9393 -0.2316 0.3336 0.0963 0.198
H -1.4710 -7.5203 -0.8040 -0.0691 0.2356 0.0191 0.444
H 0.2211 -7.9827 -0.8758 0.1659 0.2287 0.3039 0.384
C 1.9129 7.1157 -2.0418 0.8692 -0.3991 -0.2154 -1.066
S 1.6308 5.9566 -0.7007 -0.2088 0.2181 0.2104 0.535
O 0.1638 5.8068 -0.6123 -0.3298 -0.2579 0.1065 -0.570
C 2.2827 4.4871 -1.4837 0.9256 0.3164 -0.9320 -0.436
H 1.2464 7.9493 -1.8545 0.0790 0.1480 0.0087 0.359
H 1.7601 6.6900 -3.0337 -0.3918 -0.1185 0.1065 0.298
H 2.9711 7.3860 -1.9867 -0.1428 0.3719 0.0588 0.380
H 3.3032 4.7178 -1.8189 -0.0088 0.0145 0.2803 0.537
H 1.7420 4.2672 -2.4058 -0.3716 -0.1733 0.2700 0.401
H 2.3322 3.6596 -0.7861 -0.2804 -0.0232 0.0670 -0.406
C -4.9509 -0.5363 2.2677 -0.3928 -0.9732 -0.1107 -0.321
S -6.4610 0.3830 1.9986 -0.2929 0.1594 -0.9821 0.387
O -6.9971 0.8672 3.2840 -0.0136 -0.1276 0.6343 -0.638
C -5.6888 1.8199 1.2679 1.1219 0.4152 0.6141 -0.293
H -5.2579 -1.5143 2.6493 -0.0256 0.2032 0.4395 0.477
H -4.2389 -0.0448 2.9262 -0.9961 -0.2447 -0.0064 0.320
H -4.5076 -0.8063 1.3039 0.1076 0.4949 -0.0321 -0.080
H -4.9936 2.2003 2.0274 -0.1855 0.0869 0.0978 0.068
H -6.4076 2.6158 1.1047 -0.2231 -0.1970 -0.2477 0.451
H -5.0455 1.6304 0.4095 -0.4385 -0.1720 -0.2486 -0.178
C -4.0137 0.8245 -2.3879 0.2831 0.5967 0.8189 -0.532
S -4.4894 2.5633 -2.4342 -1.1163 -0.2321 -1.1788 0.297
O -3.9270 3.1830 -1.2332 0.6221 0.2944 0.9082 -0.417
C -3.4390 3.0154 -3.8153 0.7540 -0.4727 0.1128 -0.880
H -2.9749 0.8701 -2.0510 0.1306 -0.3680 -0.3540 -0.133
H -4.1937 0.3026 -3.3204 0.0849 -0.0482 -0.0702 0.544
H -4.5755 0.3949 -1.5608 -0.1777 -0.1620 -0.1744 0.207
H -3.7048 2.3949 -4.6716 -0.1880 0.2603 -0.1255 0.353
H -2.4066 2.7739 -3.5390 -0.0502 0.0467 0.0662 0.149
H -3.4944 4.0813 -4.0095 -0.2909 0.0172 -0.0739 0.401
C 2.2947 -1.6703 3.3808 0.2315 -0.9078 -0.0294 -0.975
S 0.9210 -2.0052 2.2789 -0.3850 0.5038 -0.0586 1.429
O 1.4013 -2.9609 1.2319 0.7134 -0.3095 0.5121 -0.094
C -0.0119 -3.0195 3.4008 -0.0987 -0.0524 0.5739 -1.360
H 2.6815 -2.6163 3.7715 -0.1327 -0.0030 0.0205 0.481
H 1.9472 -1.0457 4.1997 0.1312 0.3012 -0.1296 0.346
H 3.0879 -1.2281 2.7842 -0.1347 0.4080 0.1078 0.033
H 0.5405 -3.9338 3.6203 0.0641 -0.0026 -0.1689 0.417
H -0.9876 -3.2361 2.9742 0.0399 0.0138 -0.1270 0.300
H -0.1375 -2.4706 4.3364 -0.1127 0.0523 -0.0771 0.476
C 2.1561 -5.9034 -4.2185 -0.3323 -0.2162 0.5386 -0.929
S 2.6920 -4.2700 -3.7313 0.0139 0.3551 -1.2137 0.474
O 2.6268 -4.1854 -2.2590 0.6455 -0.7667 0.6482 -0.105
C 4.4210 -4.4638 -4.1428 0.5767 0.1239 0.1389 -0.978
H 2.1582 -5.9694 -5.3034 0.0702 0.0090 -0.0510 0.427
H 1.1393 -6.0141 -3.8403 -0.0531 0.1240 -0.1860 0.153
H 2.7632 -6.6786 -3.7533 0.1767 0.0666 -0.0855 0.370
H 4.8125 -5.4723 -4.0159 -0.3183 -0.1510 -0.2105 0.328
H 5.0197 -3.8524 -3.4662 -0.3247 0.3110 -0.0467 0.245
H 4.5445 -4.0841 -5.1559 0.1220 -0.2066 -0.0603 0.407
C -1.5771 5.5105 3.5316 0.1365 -0.1037 -0.7469 -1.057
C -2.5223 4.7394 2.6234 0.2645 -0.2160 0.4439 0.645
O -3.6916 4.6313 2.9068 -0.2181 -0.0428 0.0070 -0.607
C -1.9430 4.1427 1.3851 -0.1606 0.1780 -1.1213 0.200
H -1.4668 4.9992 4.4839 -0.1386 0.0239 0.0962 0.209
H -1.9908 6.5086 3.6600 0.0619 0.0331 0.2366 0.445
H -0.6007 5.5705 3.0465 0.0329 0.1558 0.1789 0.176
H -2.6747 3.5265 0.8626 -0.0385 -0.0685 0.1704 -0.173
H -1.0251 3.5853 1.5336 0.0409 -0.0286 0.3621 -0.170
H -1.6760 4.9378 0.6759 -0.0467 0.0877 0.2165 0.391
C 4.3167 1.7675 3.3674 -0.4785 -0.6287 0.5691 -1.048
C 2.8428 2.1536 3.3133 0.0828 -0.0356 -0.3572 0.590
O 2.0724 1.6611 4.0981 -0.1793 -0.0692 0.0450 -0.481
C 2.4472 3.1062 2.2201 0.1659 0.2867 -0.3619 0.149
H 4.6072 1.1899 2.4865 0.0164 0.2543 -0.1848 0.001
H 4.3558 1.0846 4.2166 0.3869 0.0778 0.0356 0.331
H 4.9987 2.5990 3.5261 -0.0445 0.1060 -0.1576 0.443
H 1.4207 3.4662 2.2130 -0.0646 -0.1421 0.4950 -0.132
H 2.5903 2.6196 1.2471 0.2378 -0.0594 0.1331 -0.459
H 3.1459 3.9471 2.2663 -0.1320 0.0691 -0.1774 0.543
C -0.9253 0.5099 5.1368 -0.9086 0.4592 -0.4492 -1.275
C -1.2973 1.0107 3.7528 0.7899 -0.1225 -0.2180 0.681
O -1.0047 2.1284 3.4029 -0.1293 -0.0236 0.0273 -0.395
C -1.9980 0.0592 2.8062 -0.2829 -0.0299 0.6225 0.206
H -0.0889 -0.1763 5.0170 0.0677 -0.0412 0.2842 0.006
H -1.7984 0.0116 5.5638 0.2058 -0.2736 0.0862 0.522
H -0.6903 1.3760 5.7461 0.3902 -0.1132 0.0931 0.343
H -2.2702 -0.8763 3.3067 0.0183 0.0871 0.0137 0.472
H -1.4505 -0.2122 1.9081 0.2312 0.4040 -0.1649 -0.457
H -2.9365 0.5567 2.5433 0.9748 0.0894 -0.3453 -0.308
```
Positions in Å, forces in eV/Å.